Density functional theory data (the ωB97M-V functional and the def2-TZVPD basis) for a structure of composition C34H29N8NaO3PS at a distorted geometry.

**ΔE to the lowest compared entry with this formula, charge and spin**: 29.7 kcal per mole
**Net charge**: -1
**Electronic energy**: -78338.92979 eV
**Largest force on an atom**: 0.03973 Eh/bohr

Each line ends with the Löwdin charge.
Element x y z (Å)
S: -0.6758 2.2119 2.3277  0.467
P: 1.8257 0.6106 -0.7516  1.173
Na: -0.6708 -0.9380 -0.6341  0.229
O: 1.0225 -1.7125 -1.2613  -0.208
O: -0.0362 -1.8563 -3.2096  0.048
O: 0.4234 -3.3658 1.0520  -0.076
N: -1.2078 1.7139 5.0158  -0.021
N: -1.2420 -1.1873 2.0962  0.128
N: -2.4159 -3.8928 0.5467  0.201
N: -5.0950 -1.0360 -0.2783  0.173
N: -2.0758 0.6817 -1.0847  0.107
N: -6.7450 -2.4234 0.5050  0.142
N: -2.8620 -1.7929 -0.2802  0.172
N: -4.5752 -3.1595 0.6190  0.175
C: -1.2555 -2.5649 4.0413  -0.026
C: 4.3298 -1.3703 1.7393  -0.087
C: -1.6783 1.8204 -1.6118  -0.092
C: -3.8898 2.4231 -2.2710  -0.052
C: 3.3822 -1.0270 0.7954  -0.099
C: 5.0266 0.9156 1.8542  -0.087
C: -2.3835 -1.9119 4.5094  -0.066
C: -3.3745 0.3888 -1.1183  -0.194
C: -4.3184 1.2452 -1.6888  -0.001
C: 1.8513 2.4334 -0.9454  -0.382
C: -3.2968 -2.9171 0.2972  -0.433
C: 5.1493 -0.3950 2.2840  -0.098
C: 4.0665 1.2646 0.9196  -0.088
C: -0.7022 -2.1447 2.8376  -0.268
C: 1.2466 5.1465 -1.1903  -0.102
C: 3.8707 -0.5443 -4.7188  -0.088
C: -2.5334 2.7209 -2.2323  -0.028
C: -3.7937 -0.8804 -0.5264  -0.275
C: 0.5786 -2.7488 2.3130  -0.180
C: 4.4876 0.3776 -3.8857  -0.088
C: 1.4247 4.5842 0.0636  -0.081
C: 1.7067 3.2368 0.1841  -0.160
C: 2.6842 -1.1427 -4.3299  -0.021
C: 2.1211 -0.8273 -3.1029  -0.128
C: -0.9819 1.9218 3.8947  -1.065
C: -2.9154 -0.8785 3.7586  -0.060
C: -5.4242 -2.1941 0.2888  -0.465
C: 1.6565 3.0086 -2.2004  -0.121
C: 2.7016 0.1442 -2.2943  -0.284
C: 3.8927 0.7391 -2.6902  -0.082
C: 1.3678 4.3558 -2.3215  -0.104
C: 0.9222 -1.5352 -2.5177  -0.655
C: 3.2172 0.2970 0.3952  -0.320
C: -2.3169 -0.5661 2.5467  -0.196
H: -0.6210 2.0311 -1.5272  0.083
H: 2.1897 -1.8702 -4.9570  0.115
H: -2.7106 0.2189 1.9190  0.075
H: 5.8813 -0.6593 3.0355  0.095
H: 4.3562 1.4808 -2.0547  0.109
H: -0.8027 -3.3816 4.5882  0.104
H: 0.9298 -3.5267 3.0043  0.120
H: -7.3377 -1.6104 0.5085  0.094
H: 4.3322 -0.8037 -5.6629  0.096
H: 1.2106 4.7817 -3.3041  0.096
H: -6.9724 -3.1850 1.1209  0.093
H: 1.7653 2.7854 1.1630  0.049
H: -1.4224 -3.6805 0.5253  0.073
H: -4.5952 3.0979 -2.7411  0.105
H: 0.9736 6.1894 -1.2823  0.094
H: -2.1471 3.6311 -2.6663  0.104
H: 1.3068 5.1862 0.9544  0.105
H: 3.9750 2.2947 0.6072  0.093
H: 0.5821 -2.7117 0.3532  0.038
H: -2.7355 -4.6725 1.0964  0.109
H: -5.3560 0.9574 -1.6630  0.102
H: 5.4346 0.8143 -4.1757  0.097
H: 1.3266 -1.9466 2.2774  0.117
H: 5.6824 1.6761 2.2566  0.099
H: 4.4249 -2.3994 2.0600  0.102
H: -2.8311 -2.2048 5.4494  0.102
H: -3.7692 -0.3238 4.1103  0.104
H: 2.7529 -1.7831 0.3507  0.088
H: 1.6880 2.3853 -3.0862  0.106

Cartesian forces (eV/Å) of the 3 atoms listed first:
0.3 0.4 -1.4
0.4 1.0 0.1
-1.3 0.3 1.2


Density functional theory data (the ωB97M-V functional and the def2-TZVPD basis) for a structure of composition C34H30BCeClF4N9O9 at a distorted geometry.

**Net charge**: -2
**Electronic energy**: -104589.86452 eV
**Largest force on an atom**: 0.04085 Eh/bohr
**Multiplicity**: 2

Each line ends with the Mulliken spin population.
Element x y z (Å)
Ce: -0.2530 0.2328 0.3184  0.991
Cl: -1.6254 -2.1708 5.7681  0.000
F: 1.3135 1.6098 1.6421  -0.006
F: 0.0919 1.6195 3.5782  0.000
F: 2.3717 1.6942 3.7091  0.000
F: 1.2481 3.5312 2.9408  0.000
O: -4.2695 3.2440 1.7277  0.000
O: -1.6511 1.7757 1.3913  -0.003
O: 0.2063 -2.3190 0.7226  0.002
O: -6.3731 1.3582 0.9643  0.000
O: -1.6232 1.5157 -1.3053  0.007
O: -0.5436 -0.9489 -1.9527  0.000
O: -5.0833 -1.0425 -0.1038  0.000
O: 1.9541 -1.0263 2.1884  0.005
O: -2.1867 -0.8904 0.8010  -0.009
N: 0.1682 2.9696 -1.1411  0.001
N: -0.8621 -6.8143 1.0306  0.000
N: 2.1232 -0.4289 -0.8380  0.009
N: -2.3930 -1.7063 -3.0441  0.000
N: 0.5297 -4.2878 -2.1706  0.000
N: -1.1461 0.0370 -3.9381  0.000
N: 0.9228 1.8510 -1.0482  0.000
N: 0.7486 -0.9500 2.2391  -0.006
N: -0.1855 -3.4385 1.1469  0.001
C: 2.8967 0.6690 -0.7573  0.002
C: -2.7505 -2.6512 -1.9969  0.001
C: 1.6561 -4.3836 6.1691  0.000
C: 4.2681 0.5626 -0.5239  -0.002
C: -2.2194 0.9732 -4.2547  0.000
C: 1.9024 -3.0980 4.1486  0.000
C: -0.2302 -4.4297 0.2945  0.001
C: -0.0633 -2.8727 5.4695  0.000
C: -4.2545 4.7835 -1.3706  0.000
C: -1.1432 2.6756 -1.1893  0.000
C: -4.0990 2.0970 1.3606  0.000
C: -5.1794 1.1434 0.9369  0.000
C: -2.8364 1.3558 1.2264  0.002
C: 0.1574 0.6850 -3.9365  0.000
C: -1.3460 -0.8631 -2.8877  -0.002
C: 2.3906 -4.0327 5.0494  0.000
C: -0.6084 -5.7283 0.7432  0.000
C: 0.0657 -1.4451 3.4311  0.001
C: -2.3956 6.2302 -0.8937  0.000
C: -3.3983 3.6950 -1.3966  0.000
C: 0.4146 -3.8057 6.3739  0.000
C: -3.1451 -1.8501 -4.2681  0.000
C: 4.0502 -1.8158 -0.5884  0.000
C: -2.0363 3.8692 -1.1787  0.000
C: 2.9345 3.2526 -0.8757  0.000
C: -4.5215 -0.1209 0.4787  0.000
C: 0.1699 -4.3478 -1.0783  0.000
C: -3.7534 6.0530 -1.1294  0.000
C: -3.1151 0.0063 0.8361  0.004
C: 2.2031 1.9479 -0.9349  -0.002
C: 2.6905 -1.6248 -0.7852  0.002
C: 0.6628 -2.4900 4.3397  0.000
C: -1.5387 5.1431 -0.9105  0.000
C: 4.8409 -0.6916 -0.4166  0.001
B: 1.2517 2.1493 3.0070  0.002
H: -3.8261 -2.6346 -1.8362  0.000
H: 2.0407 -5.1012 6.8830  0.000
H: -2.5975 -1.4243 -5.1059  0.000
H: -2.4278 -3.6592 -2.2764  0.000
H: -0.9286 -1.7457 3.0937  0.000
H: -5.3169 4.6346 -1.5162  0.000
H: -4.4195 6.9078 -1.1084  0.000
H: -2.0393 1.9355 -3.7666  0.000
H: 0.2252 1.4582 -3.1689  0.000
H: 5.9014 -0.7834 -0.2146  0.000
H: -3.1778 0.6067 -3.8995  0.000
H: -0.0831 -0.5189 4.0014  0.000
H: -2.2784 -2.3638 -1.0672  0.000
H: 0.9321 -0.0552 -3.7477  0.000
H: -3.7684 2.6922 -1.5718  0.000
H: 2.0205 -2.4631 -0.9312  -0.001
H: 2.2265 4.0492 -1.0868  0.000
H: 3.3603 -4.4814 4.8725  0.000
H: -2.0063 7.2181 -0.6769  0.000
H: 2.4879 -2.8231 3.2884  0.000
H: 3.7611 3.2801 -1.5887  0.000
H: -0.1857 -4.0640 7.2359  0.000
H: 4.8711 1.4520 -0.4030  0.000
H: -0.4839 5.2506 -0.7058  0.000
H: 4.4687 -2.8118 -0.5438  0.000
H: -4.1296 -1.3770 -4.1960  0.000
H: 0.3107 1.1365 -4.9197  0.000
H: -2.2677 1.1320 -5.3369  0.000
H: -3.2996 -2.9157 -4.4527  0.000
H: 3.3217 3.4005 0.1361  0.000

Cartesian forces (eV/Å) of the 3 atoms listed first:
0.2 -1.0 -1.0
-0.1 0.0 0.1
0.2 0.4 0.3


Density functional theory data (the ωB97M-V functional and the def2-TZVPD basis) for a structure of composition C34H30BN5O2STc.

**ΔE to the lowest compared entry with this formula, charge and spin**: 1.9 kcal per mole
**Net charge**: +2
**Electronic energy**: -60991.91488 eV
**Largest force on an atom**: 0.00558 Eh/bohr
**Multiplicity**: 4

Each line ends with the Mulliken spin population.
Element x y z (Å)
Tc: -0.0282 0.0301 0.5659  2.862
S: -1.0531 1.7315 1.6681  0.156
O: -2.3262 -2.0886 -0.1802  0.006
O: -2.9750 0.0776 -0.4933  0.018
N: 2.0324 0.3840 1.7359  0.010
N: 2.3742 1.1396 -0.8579  0.006
N: 1.1580 -1.8384 0.2073  -0.041
N: -0.4790 1.2186 -1.1804  -0.068
N: -0.1924 -1.0535 2.4930  -0.038
C: -1.1043 -2.0131 2.7262  0.014
C: -1.0349 3.4463 -1.9837  -0.013
C: 2.9834 -0.6942 1.4003  -0.026
C: -1.5954 5.1668 -0.3898  -0.019
C: -0.0892 -0.6459 -2.6976  0.020
C: -4.4491 -3.1362 -0.9713  0.000
C: 1.6603 0.3430 3.1602  -0.005
C: -0.2050 -2.4482 4.8888  0.008
C: 4.4379 2.8309 -1.6436  -0.001
C: 3.0404 1.8745 0.0337  0.004
C: -0.8575 2.5228 -0.9380  0.069
C: -3.6279 -2.0719 -0.6850  0.002
C: -5.7110 -2.8140 -1.4652  0.001
C: 2.5689 -4.2269 0.1817  0.010
C: 2.6112 1.7200 1.4670  0.017
C: 4.0756 2.7296 -0.3112  0.003
C: -4.0130 -0.7619 -0.8705  -0.001
C: 0.7156 -0.7818 3.4479  0.018
C: -1.1432 -2.7239 3.9087  -0.009
C: 1.3127 -4.1487 -0.3995  -0.003
C: 2.7457 1.2335 -2.1374  0.021
C: -0.6022 1.6619 -3.5222  -0.020
C: -0.3961 0.7916 -2.4361  0.016
C: 0.6402 -2.9479 -0.3599  0.057
C: -0.8883 2.9753 -3.3034  0.019
C: -1.3905 4.7826 -1.6838  0.054
C: 0.7408 -1.4655 4.6487  -0.002
C: -1.4729 4.2287 0.6521  0.066
C: 3.7644 2.0598 -2.5773  0.005
C: 2.3680 -1.9196 0.7826  0.047
C: 3.0942 -3.1015 0.7846  -0.003
C: -5.2555 -0.4264 -1.3553  0.000
C: -1.1110 2.9313 0.3870  -0.046
C: -6.1038 -1.4904 -1.6521  0.002
B: -1.9552 -0.7544 -0.0725  -0.221
H: -1.6821 4.5243 1.6722  0.001
H: 4.5913 3.3001 0.4500  0.001
H: 3.7108 -0.3110 0.6850  -0.004
H: -1.5102 5.4856 -2.4977  0.001
H: 1.1546 1.2817 3.3979  -0.007
H: 1.8396 2.4568 1.7060  -0.001
H: 4.0660 -3.1300 1.2591  0.001
H: -6.4011 -3.6102 -1.7061  0.000
H: 2.5474 0.2740 3.7972  0.002
H: -0.9676 -1.2603 -2.4786  0.011
H: -1.0286 3.6583 -4.1321  0.000
H: -0.2066 -2.9897 5.8252  0.000
H: 3.5487 -0.9882 2.2900  -0.001
H: -1.9005 -3.4817 4.0473  0.000
H: 0.1621 -0.8019 -3.7448  0.003
H: 0.8523 -5.0056 -0.8694  0.000
H: -4.1367 -4.1595 -0.8184  0.000
H: -1.8088 -2.2210 1.9369  0.011
H: 4.0270 2.0902 -3.6251  0.000
H: 0.7394 -0.9946 -2.0839  -0.023
H: -7.0934 -1.2827 -2.0342  0.000
H: -0.5178 1.2689 -4.5253  0.002
H: 2.2092 0.6151 -2.8455  0.003
H: 3.1255 -5.1544 0.1736  0.000
H: 5.2416 3.4888 -1.9453  0.000
H: -0.3497 -2.8551 -0.7763  0.002
H: 1.4925 -1.2219 5.3870  0.000
H: -1.8758 6.1846 -0.1583  0.000
H: 3.4614 1.9091 2.1321  0.003
H: -5.5546 0.6030 -1.4910  0.000

Cartesian forces (eV/Å) of the 3 atoms listed first:
0.1 -0.3 0.0
0.0 0.0 0.0
0.0 0.0 0.0


What is the formula in the third record? C34H30BN5O2STc